2 unconnected molecules or ions with the total composition C9H14, computed with ωB97M-V with the def2-TZVPD basis set.

Geometry (Å):
C  1.50250  2.27483  0.51232
C  1.46082  0.78868  0.67383
C  0.89225  0.25645  1.84078
C  1.92090  -0.11637  -0.26185
C  0.78446  -1.09371  2.05455
C  1.81039  -1.48792  -0.06428
C  1.22571  -1.98834  1.07710
H  0.60556  2.69045  0.04646
H  2.35269  2.61175  -0.09326
H  0.54387  0.97519  2.56824
H  2.38775  0.18917  -1.19439
H  0.31886  -1.48830  2.94956
H  2.11392  -2.14872  -0.86890
H  1.04419  -3.05026  1.17618
H  1.65463  2.75362  1.48531
C  -1.99185  0.05603  -1.06828
C  -3.17850  -0.32542  -1.96329
H  -1.53601  -0.85674  -0.69199
H  -1.27063  0.75931  -1.50285
H  -2.30266  0.57030  -0.15853
H  -2.87724  -1.16189  -2.58579
H  -3.97891  -0.72135  -1.34292
H  -3.48271  0.51324  -2.58799

Force components x, y, z for each atom (eV/Å):
0.7 0.6 -0.1
-0.3 -0.4 0.4
0.2 0.8 -0.2
0.4 -0.1 -0.5
-0.1 -0.7 -0.1
-0.2 0.0 -0.3
-0.3 0.1 0.2
-0.1 -0.1 0.1
-0.1 -0.2 -0.1
-0.1 -0.1 0.3
-0.1 0.3 0.1
0.0 0.1 0.0
0.1 0.0 0.1
0.2 0.0 0.1
-0.3 0.0 -0.1
-0.3 0.3 0.6
0.8 0.0 0.3
0.5 0.1 -0.2
0.0 -0.6 -0.3
-0.4 0.1 0.0
0.0 0.0 -0.4
-0.3 0.3 -0.1
-0.3 -0.2 0.1

Summary:
E_LUMO ... 1.01 eV
SMILES ... Cc1ccccc1.CC
HOMO-LUMO gap ... 10.07 eV
Multiplicity ... 1

2 unconnected molecules or ions with the total composition C9H14, computed with ωB97M-V with the def2-TZVPD basis set.

Geometry (Å):
C  0.47098  -2.62751  2.06200
C  -0.95256  -2.00832  2.25402
H  1.18465  -1.87706  2.39998
H  0.51280  -3.59150  2.56888
H  0.74822  -2.69107  1.00049
H  -1.00719  -1.53217  3.21497
H  -1.91015  -2.54967  2.13598
H  -0.91905  -1.17587  1.53616
C  0.99985  0.53588  0.86571
C  -0.77699  0.40335  -1.00958
C  0.48257  0.88341  -0.59281
C  -1.34479  0.93510  -2.16694
C  1.08289  1.92255  -1.29769
C  -0.67192  1.88121  -2.92402
C  0.57020  2.32998  -2.52759
H  -1.32793  -0.39396  -0.50608
H  -2.28567  0.48252  -2.49021
H  1.63077  1.37367  1.28156
H  1.52610  -0.37281  0.56250
H  1.92264  2.48404  -0.86153
H  -1.20822  2.10695  -3.86133
H  1.11453  3.03537  -3.18181
H  0.15825  0.44589  1.53734

Force components x, y, z for each atom (eV/Å):
-1.3 0.1 -0.3
0.7 0.9 -1.0
0.1 -0.4 0.7
0.6 0.1 -0.1
-0.4 -0.6 0.2
0.0 0.1 0.7
1.0 -0.3 -0.3
-0.8 -0.2 0.2
0.2 1.2 -2.5
0.5 0.2 -0.7
-1.1 1.4 2.3
0.1 -1.1 0.7
0.3 0.0 -0.1
-1.0 -0.8 -0.9
0.2 0.8 -0.6
0.4 0.3 0.2
0.2 0.5 -0.1
-0.3 -1.2 -0.7
0.3 -0.1 1.5
-0.2 -0.6 -0.3
0.9 0.5 0.4
-0.3 -0.3 0.7
0.0 -0.5 0.0

Summary:
E_LUMO ... 1.04 eV
SMILES ... Cc1ccccc1.CC
HOMO-LUMO gap ... 10.14 eV
Multiplicity ... 1

2 unconnected molecules or ions with the total composition C9H14, computed with ωB97M-V with the def2-TZVPD basis set.

Geometry (Å):
C  0.82158  -0.84272  -2.74304
C  0.65743  2.07078  0.39652
C  -0.41591  2.00130  -0.49974
C  1.80436  1.35231  0.16870
C  -0.29942  1.06801  -1.52927
C  1.91744  0.47295  -0.90615
C  0.82812  0.28950  -1.74324
H  0.57187  2.68643  1.28517
H  -1.35754  2.43199  -0.19770
H  2.63780  1.44058  0.85795
H  -1.16033  0.88881  -2.16991
H  2.78571  -0.17002  -0.80910
H  0.19547  -1.68228  -2.42571
H  1.80124  -1.28353  -2.90015
H  0.36986  -0.45120  -3.65553
C  -1.12860  -1.95579  1.85128
C  -1.70999  -0.66636  2.37840
H  -1.81257  -2.43165  1.14319
H  -0.23822  -1.81164  1.23589
H  -0.87869  -2.65762  2.64663
H  -1.31582  0.16324  1.77762
H  -2.78408  -0.59959  2.50722
H  -1.28970  -0.31350  3.33097

Force components x, y, z for each atom (eV/Å):
-0.6 0.3 0.0
-0.6 0.8 -0.1
0.9 -1.4 0.7
0.5 0.0 -0.1
-1.0 0.5 -0.4
-0.2 0.1 1.4
0.7 -0.8 0.3
0.1 0.0 -0.1
-0.1 0.3 -0.5
-0.1 0.0 0.0
0.0 0.1 0.0
0.0 -0.1 -0.9
-0.1 0.2 0.2
0.2 0.3 -0.2
0.3 -0.3 -0.3
-0.1 -0.6 -0.4
1.2 1.6 0.4
-0.2 -0.1 0.3
0.2 0.3 0.3
-0.1 -0.1 -0.1
-0.8 -0.1 -0.5
-0.2 -0.2 -0.3
0.0 -0.8 0.2

Summary:
E_LUMO ... 1.01 eV
SMILES ... Cc1ccccc1.CC
HOMO-LUMO gap ... 10.10 eV
Multiplicity ... 1

2 unconnected molecules or ions with the total composition C9H14, computed with ωB97M-V with the def2-TZVPD basis set.

Geometry (Å):
C  -1.14232  -2.31031  -0.54978
C  0.43445  -0.46935  -0.12415
C  -0.48165  -1.36542  0.33462
C  1.17848  0.34295  0.86008
C  -0.72358  -1.56947  1.74117
C  1.01998  0.07754  2.24128
C  0.07398  -0.96505  2.72392
H  0.70008  -0.35719  -1.20739
H  1.93218  1.10690  0.46371
H  -2.22789  -2.47195  -0.36415
H  -0.74674  -3.40321  -0.32823
H  -1.46095  -2.13236  2.24692
H  1.71807  0.60127  2.87038
H  0.02324  -1.22254  3.73953
H  -1.04352  -2.20256  -1.68104
C  0.27542  2.59871  -2.05687
C  -0.41648  2.71093  -3.41318
H  0.97418  3.46225  -1.69468
H  -0.56423  2.28223  -1.34617
H  0.96814  1.66138  -2.08759
H  0.32016  2.33616  -4.30672
H  -0.55331  3.82607  -3.52183
H  -1.34907  2.21032  -3.32537

Force components x, y, z for each atom (eV/Å):
-1.0 -3.9 -2.0
1.9 2.0 1.2
-0.5 -0.4 1.5
-0.6 -1.0 -0.5
2.2 1.9 1.1
-0.7 -1.4 -1.3
1.5 2.5 -4.1
-0.6 -0.2 1.2
-1.2 -1.2 0.8
0.5 0.5 0.0
-0.5 2.0 -0.5
-1.1 -1.3 -0.8
-0.2 0.0 0.6
-0.3 -0.1 1.2
0.2 0.3 1.6
1.3 -2.1 1.3
3.2 1.9 -1.4
-1.7 -1.4 -0.7
1.6 1.0 -0.3
-1.1 1.6 0.3
-2.2 0.8 2.0
-0.4 -1.2 -0.6
-0.7 -0.5 -0.7

Summary:
E_LUMO ... 0.97 eV
SMILES ... Cc1ccccc1.CC
HOMO-LUMO gap ... 9.80 eV
Multiplicity ... 1

2 unconnected molecules or ions with the total composition C9H14, computed with ωB97M-V with the def2-TZVPD basis set.

Geometry (Å):
C  -1.04551  3.65696  0.81968
C  -0.13104  -0.04145  -1.11733
C  -0.51090  1.06322  -1.86803
C  0.22389  0.14435  0.20522
C  -0.79103  2.26318  -1.23426
C  0.00957  1.36411  0.84744
C  -0.53259  2.42572  0.12583
H  -0.20063  -1.04889  -1.50245
H  -0.68168  0.95378  -2.92928
H  0.61216  -0.64820  0.82606
H  -1.11193  3.12290  -1.81673
H  0.44252  1.58455  1.81070
H  -0.88710  3.63328  1.90371
H  -2.13657  3.67758  0.75511
H  -0.65622  4.58929  0.42237
C  0.78620  -4.19430  1.44902
C  1.47203  -4.82648  0.22879
H  0.42572  -4.89950  2.19377
H  1.40320  -3.43087  1.92905
H  -0.11416  -3.66227  1.10957
H  1.96580  -4.07082  -0.37119
H  0.70674  -5.35420  -0.33726
H  2.20300  -5.56116  0.56231

Force components x, y, z for each atom (eV/Å):
-0.2 0.0 0.6
-0.1 -0.1 0.3
-0.6 -0.2 0.0
-0.3 0.3 0.9
0.8 0.2 -0.2
0.7 0.5 -1.2
-0.7 -0.1 0.2
0.5 0.0 -0.3
-0.1 0.0 -0.1
0.0 -0.4 -0.2
-0.2 -0.1 0.1
-0.4 -0.3 0.4
0.4 0.0 -0.2
0.0 0.1 -0.3
0.1 0.1 -0.1
-0.5 0.8 -0.5
-0.4 -0.3 1.0
0.3 -0.2 0.0
0.1 -0.2 0.1
0.2 0.0 0.1
0.0 0.0 -0.2
0.2 0.0 -0.3
0.2 0.0 -0.2

Summary:
E_LUMO ... 1.00 eV
SMILES ... Cc1ccccc1.CC
HOMO-LUMO gap ... 9.99 eV
Multiplicity ... 1

2 unconnected molecules or ions with the total composition C9H14, computed with ωB97M-V with the def2-TZVPD basis set.

Geometry (Å):
C  2.20782  1.18199  -0.45044
C  1.44926  -2.40501  -1.45997
C  1.87118  -1.08046  -1.53219
C  0.98978  -2.95894  -0.28071
C  1.84952  -0.27051  -0.41132
C  1.06382  -2.16784  0.86186
C  1.44543  -0.84159  0.79803
H  1.62240  -3.01501  -2.33505
H  2.18980  -0.71645  -2.50109
H  0.61582  -3.96576  -0.26106
H  0.90554  -2.56597  1.85628
H  1.85795  1.68076  0.44437
H  1.83505  1.73977  -1.31037
H  1.43932  -0.23467  1.69718
H  3.29401  1.32582  -0.52447
C  -2.76390  2.19192  1.24183
C  -3.40360  1.33927  0.13815
H  -3.44096  2.97455  1.58657
H  -2.32385  1.55888  2.00726
H  -1.92341  2.79014  0.86911
H  -4.47793  1.36173  0.24654
H  -3.11939  0.29424  0.15188
H  -3.18365  1.78316  -0.83242

Force components x, y, z for each atom (eV/Å):
0.7 0.4 -0.3
0.5 0.1 -0.3
-0.1 -0.4 -0.1
0.3 0.5 0.2
-0.5 0.2 0.2
-0.1 -0.2 0.4
0.2 0.1 -0.4
-0.5 -0.1 -0.1
0.1 0.2 0.1
0.1 -0.3 0.2
-0.5 -0.2 -0.1
0.0 0.2 0.2
-0.4 -0.3 -0.1
0.1 -0.1 0.0
-0.1 -0.1 0.3
0.7 0.3 -0.6
-0.1 0.7 0.0
-0.1 -0.4 0.5
-0.4 0.2 0.5
0.1 -0.3 -0.2
-0.4 -0.1 0.0
0.3 -0.1 0.0
0.0 -0.3 -0.1

Summary:
E_LUMO ... 0.94 eV
SMILES ... Cc1ccccc1.CC
HOMO-LUMO gap ... 10.00 eV
Multiplicity ... 1

A single C9H14 molecule, computed with ωB97M-V with the def2-TZVPD basis set.

Geometry (Å):
C  1.09826  0.08458  -1.58615
C  1.45691  -0.40660  -2.67327
C  0.54125  0.75653  -0.49905
C  1.02040  2.15723  -0.35777
C  0.25931  -2.24810  0.43213
C  -0.28095  0.25672  1.86688
C  -1.88221  1.01269  -0.06317
C  -0.87384  -1.25490  -0.05026
C  -0.63558  0.19087  0.30701
H  0.42372  2.85692  -0.94803
H  2.02956  2.09588  -0.63648
H  0.82362  2.39255  0.68237
H  0.25871  -2.37913  1.51145
H  1.16003  -1.89678  -0.08661
H  -0.08926  -3.14056  -0.01974
H  0.75881  -0.14851  2.05359
H  -0.92820  -0.49097  2.45642
H  -0.10626  1.33883  2.27274
H  -2.38026  0.63003  -0.91911
H  -1.86964  1.99385  0.22222
H  -1.73866  -1.54867  0.48885
H  -1.07912  -1.27819  -1.14610
H  2.03339  -0.97424  -3.30792

Force components x, y, z for each atom (eV/Å):
-0.4 -0.6 -1.3
-1.1 1.4 3.1
0.0 -0.7 -1.3
-1.9 -0.7 1.1
-1.3 1.7 -1.7
1.3 0.2 0.4
1.8 -2.8 0.4
1.0 -0.3 0.1
0.3 0.9 0.9
0.2 0.0 -0.3
1.5 0.9 -0.2
0.6 0.6 0.2
0.4 0.3 -0.1
0.2 -0.5 0.8
0.2 -1.4 -0.3
-0.9 0.2 -0.6
0.5 1.8 -0.7
-1.3 -1.9 -0.5
-0.7 0.1 -0.5
-0.4 2.4 0.6
-1.2 -0.3 0.2
0.3 -0.5 0.7
0.8 -0.8 -1.2

Summary:
E_LUMO (alpha / beta) ... 0.96 / -0.65 eV
<S²> ... 2.032
HOMO-LUMO gap (alpha / beta) ... 8.28 / 9.14 eV
Multiplicity ... 3

A single C9H14 molecule, computed with ωB97M-V with the def2-TZVPD basis set.

Geometry (Å):
C  -0.05808  1.25647  -0.14255
C  0.39029  2.54523  0.37493
C  -1.26149  0.44547  -0.49299
C  -0.31896  -1.42499  0.73078
C  1.18549  1.39446  -0.04076
C  -0.90018  -1.05439  -0.37526
C  -0.78800  -1.15159  2.15032
C  2.39371  1.00234  -0.65361
C  -0.84532  -1.75092  -1.67391
H  0.35575  2.68200  1.43444
H  0.37604  3.48221  -0.26627
H  -2.11387  0.59769  0.18641
H  -1.59673  0.90500  -1.37663
H  0.29413  -2.38824  0.65900
H  -0.12130  -0.65851  2.87498
H  -0.91273  -2.18414  2.65830
H  -1.80237  -0.74080  2.18610
H  2.50852  -0.07875  -0.36758
H  3.22654  1.51451  -0.30986
H  2.45047  0.97717  -1.74735
H  0.19351  -1.47177  -2.01344
H  -1.55340  -1.15006  -2.35271
H  -1.10202  -2.74840  -1.44232

Force components x, y, z for each atom (eV/Å):
-3.7 -1.1 0.6
0.1 2.4 0.0
1.5 -0.5 1.8
5.4 -4.5 8.7
0.7 0.4 -1.4
-5.9 5.2 -8.2
-0.9 -2.6 0.3
1.3 -3.4 -0.5
-0.6 3.0 0.0
-0.2 0.8 0.7
-0.2 -0.9 0.8
0.4 0.3 0.3
-0.6 -0.4 -1.9
-0.1 1.7 0.1
0.0 0.3 -0.8
0.1 1.2 -0.6
0.3 0.4 0.0
0.4 0.7 -0.3
1.7 1.0 0.7
-0.5 0.4 0.1
-0.4 -1.2 -0.3
0.9 -1.6 0.6
0.2 -1.6 -0.9

Summary:
E_LUMO (alpha / beta) ... 1.01 / -1.38 eV
<S²> ... 2.005
HOMO-LUMO gap (alpha / beta) ... 6.05 / 7.11 eV
Multiplicity ... 3

2 unconnected molecules or ions with the total composition C9H14, computed with ωB97M-V with the def2-TZVPD basis set.

Geometry (Å):
C  -2.22445  2.09042  -2.26125
C  -0.89853  2.10688  -1.45852
H  -2.74580  1.14518  -2.13458
H  -2.84732  2.86118  -1.81191
H  -2.02195  2.31686  -3.30058
H  -0.70030  3.01794  -0.89878
H  -0.04283  1.87534  -2.09159
H  -0.88561  1.31659  -0.69307
C  2.26242  -0.53350  2.48777
C  1.67255  -0.92112  0.09131
C  1.29913  -0.95422  1.46645
C  0.72241  -1.14736  -0.85211
C  -0.02092  -1.37225  1.83617
C  -0.58135  -1.58297  -0.48009
C  -0.93299  -1.69995  0.87236
H  2.71145  -0.75430  -0.14114
H  1.03020  -1.04696  -1.88062
H  1.84755  -0.26294  3.45912
H  2.88427  0.29808  2.17696
H  -0.23449  -1.49067  2.88751
H  -1.32322  -1.87047  -1.21440
H  -1.90452  -2.02280  1.22249
H  2.93431  -1.36895  2.71849

Force components x, y, z for each atom (eV/Å):
0.7 0.5 1.1
0.0 -1.0 0.2
0.0 -0.1 -0.3
-0.3 0.0 -0.4
-0.3 0.0 -0.2
-0.1 0.2 -0.3
0.1 0.2 -0.1
-0.2 0.1 0.0
0.2 0.1 0.8
-0.4 -0.3 0.4
0.0 0.2 0.2
0.5 -0.1 -0.3
0.2 -0.3 -0.3
-0.1 0.1 -0.1
0.1 0.2 1.1
0.0 0.3 -0.2
-0.4 -0.1 -0.3
-0.4 -0.1 -0.2
0.2 0.0 -0.3
-0.2 0.2 0.1
0.2 0.1 -0.2
-0.1 -0.1 -0.5
0.2 -0.1 -0.2

Summary:
Net charge ... +1
E_LUMO (alpha / beta) ... -4.39 / -8.22 eV
<S²> ... 0.768
HOMO-LUMO gap (alpha / beta) ... 10.24 / 6.43 eV
Multiplicity ... 2

Electronic energy values, unit eV, following the record order: -9559.9487 -9559.0564 -9559.6235 -9558.1436 -9559.7429 -9559.7770 -9554.1030 -9551.5727 -9551.2151.